DFT (the ωB97M-V functional and the def2-TZVPD basis) results for a molecular structure, C47H63BrEuINOP3.

Properties
Kohn-Sham gap (alpha / beta): 5.848 / 6.361 eV
2S+1: 8
E: -178641.9302 eV
Charge: -1
<S²>: 15.761

```
118
Properties=species:S:1:pos:R:3:mulliken_charge:R:1
Eu -0.013 -0.465 0.060 -0.12
C 0.085 3.639 -3.978 -1.73
C 0.853 2.717 -3.035 2.52
C 2.317 2.614 -3.462 -2.12
P 0.093 1.029 -2.699 1.17
C 0.103 0.309 -4.442 1.02
C 1.455 -0.384 -4.659 -1.61
C -1.045 -0.680 -4.730 -1.36
C -1.647 1.502 -2.367 -0.33
C -2.581 1.654 -3.389 0.22
C -3.935 1.836 -3.148 0.39
C -4.913 2.073 -4.270 -1.91
C -4.351 1.776 -1.821 -1.48
C -3.450 1.645 -0.783 -1.04
C -2.055 1.614 -1.003 -0.03
N -1.071 1.652 -0.046 0.51
C -1.223 2.038 1.269 -0.43
C -2.367 2.470 1.962 -0.42
C -2.359 2.627 3.339 -1.30
C -1.221 2.413 4.101 0.60
C -1.233 2.467 5.606 -1.71
C -0.032 2.192 3.410 -0.40
C -0.011 2.052 2.034 0.51
P 1.491 2.160 0.996 1.49
C 1.135 3.886 0.322 0.68
C 2.349 4.428 -0.440 -1.40
C 0.564 4.943 1.271 -1.57
C 2.990 2.464 2.100 0.14
C 3.319 1.240 2.966 -1.15
C 3.073 3.727 2.965 -1.82
H 0.557 4.627 -3.974 0.47
H -0.952 3.762 -3.668 0.33
H 0.099 3.280 -5.009 0.31
H 0.821 3.174 -2.048 -1.52
H 2.398 2.304 -4.506 0.50
H 2.862 1.901 -2.840 0.38
H 2.802 3.590 -3.372 0.45
H 0.043 1.152 -5.135 0.41
H 1.531 -1.276 -4.037 0.15
H 2.298 0.260 -4.414 0.34
H 1.550 -0.686 -5.707 0.49
H -0.643 -1.639 -5.063 0.57
H -1.711 -0.310 -5.510 0.26
H -1.649 -0.865 -3.844 -0.14
H -2.240 1.622 -4.417 0.36
H -4.486 1.781 -5.230 0.35
H -5.183 3.132 -4.331 0.37
H -5.836 1.509 -4.115 0.41
H -5.412 1.817 -1.593 0.33
H -3.834 1.508 0.216 0.69
H -3.279 2.694 1.431 0.63
H -3.285 2.905 3.832 0.28
H -2.193 2.826 5.979 0.44
H -0.447 3.126 5.984 0.31
H -1.066 1.471 6.025 0.22
H 0.898 2.158 3.965 0.51
H 0.335 3.669 -0.387 0.00
H 3.059 4.899 0.243 0.27
H 2.040 5.189 -1.163 0.50
H 2.871 3.636 -0.980 0.29
H 1.234 5.182 2.093 0.20
H -0.395 4.631 1.684 0.12
H 0.400 5.862 0.698 0.56
H 3.771 2.545 1.335 0.64
H 2.898 1.367 3.964 0.53
H 4.401 1.131 3.078 0.46
H 2.919 0.319 2.547 -0.21
H 2.196 3.845 3.601 0.20
H 3.195 4.631 2.370 0.42
H 3.948 3.649 3.619 0.46
Br -0.171 -2.805 -2.277 0.09
C 1.217 -3.886 -1.507 0.36
C 1.237 -5.207 -1.847 -0.70
C 2.268 -6.025 -1.345 -0.80
C 3.244 -5.477 -0.562 -0.65
C 3.232 -4.101 -0.229 1.94
C 4.272 -3.531 0.536 -1.31
C 4.269 -2.186 0.772 -0.91
C 3.198 -1.380 0.332 -0.44
C 2.078 -1.854 -0.340 0.03
C 2.172 -3.248 -0.679 -0.31
H 0.484 -5.620 -2.504 0.45
H 2.285 -7.076 -1.603 0.35
H 4.060 -6.088 -0.189 0.33
H 5.066 -4.172 0.904 0.31
H 5.087 -1.734 1.326 0.42
H 3.269 -0.317 0.550 0.52
I -2.049 -1.222 2.205 -0.60
C 1.364 -1.139 4.788 -1.19
C 1.103 -1.818 3.469 0.11
O 1.194 -1.205 2.426 0.70
C 0.759 -3.261 3.450 -0.05
C 1.064 -3.987 2.302 0.83
C 0.726 -5.324 2.202 -0.37
C 0.058 -5.948 3.247 -0.66
C -0.261 -5.228 4.390 -0.68
C 0.095 -3.893 4.498 -0.80
H 0.621 -0.347 4.915 0.03
H 2.346 -0.668 4.762 0.17
H 1.326 -1.821 5.633 0.60
H 1.574 -3.487 1.489 0.12
H 0.967 -5.873 1.299 0.30
H -0.221 -6.992 3.172 0.40
H -0.803 -5.706 5.197 0.37
H -0.206 -3.335 5.375 0.36
C -4.763 -1.473 -0.395 -1.50
P -3.082 -1.826 -1.078 0.97
C -3.703 -2.263 -2.775 -1.54
C -2.880 -3.556 -0.411 -1.10
H -5.408 -2.344 -0.541 0.52
H -5.192 -0.619 -0.918 0.33
H -4.697 -1.248 0.669 0.26
H -4.548 -2.951 -2.698 0.48
H -2.923 -2.722 -3.381 0.40
H -4.033 -1.346 -3.270 0.23
H -3.668 -3.754 0.315 0.39
H -1.926 -3.668 0.099 0.15
H -2.933 -4.283 -1.224 0.40
```